Record 1
4 unconnected molecules or ions with the total composition C3H12O2S. Source: the Open Molecules 2025 dataset; level of theory: ωB97M-V with the def2-TZVPD basis set.

ORCA input file:
```
! wB97M-V def2-TZVPD RIJCOSX def2/J DEFGRID3
* xyz 0 1
C 0.1766 0.2559 -1.9667
C -0.8259 -0.4764 -1.0896
C -1.5973 0.4316 -0.1480
S -2.8449 -0.2316 0.8183
H 0.8079 -0.4106 -2.5492
H -0.2187 1.0809 -2.5582
H 0.9605 0.7163 -1.3590
H -0.2546 -1.1950 -0.5108
H -1.5463 -0.8901 -1.7972
H -0.8413 1.0089 0.5182
H -2.1088 1.1855 -0.7797
H -1.7831 -1.1007 3.1694
H 2.2935 -0.0362 0.8934
H 3.4625 -1.1251 1.2931
O 2.7733 -0.9092 0.6636
H -1.0571 -1.1554 3.0026
H 1.3287 1.8406 1.4459
O 1.2752 1.0107 0.9539
*
```

Computed properties:
**Kohn-Sham gap**: 4.4 eV
**Energy relative to the best compared isomer or geometry (same formula, charge and spin)**: 161.58 kcal/mol
**F_max**: 2.00 eV/A
**LUMO**: -4.792 eV



Record 2
A molecular structure, C30H27BMgN8PSbSe4. Source: the Open Molecules 2025 dataset; level of theory: ωB97M-V with the def2-TZVPD basis set.

ORCA input file:
```
! wB97M-V def2-TZVPD RIJCOSX def2/J DEFGRID3
* xyz -1 2
Mg -0.0560 1.4051 0.8029
C -2.9249 -1.8379 -0.5187
C -2.5079 -1.1418 0.6140
N -2.3033 0.1427 0.3661
N -2.5937 0.3039 -0.9519
C -2.9435 -0.8770 -1.5027
B -2.3070 1.6682 -1.5990
N -0.8260 1.6319 -2.1590
C -0.3603 1.7928 -3.4079
C 1.0086 1.6583 -3.3750
C 1.3045 1.4186 -2.0348
N 0.1848 1.4028 -1.3088
N -2.4474 2.7570 -0.5058
C -3.5064 3.5543 -0.2710
C -3.2853 4.2524 0.8947
C -2.0417 3.7908 1.3319
N -1.5576 2.8937 0.4920
N -3.2220 2.0384 -2.7791
C -3.2770 3.2501 -3.3830
C -4.0950 3.1420 -4.4769
C -4.4980 1.7936 -4.4681
N -3.9693 1.1354 -3.4528
H -3.1623 -2.8821 -0.6114
H -2.3580 -1.5085 1.6170
H -3.2215 -0.9308 -2.5409
H -1.0315 1.9765 -4.2294
H 1.6977 1.7319 -4.1972
H 2.2498 1.2828 -1.5366
H -4.3458 3.5734 -0.9453
H -3.9195 4.9861 1.3576
H -1.4770 4.0599 2.2126
H -2.7287 4.0903 -2.9885
H -4.3663 3.9174 -5.1716
H -5.1521 1.2789 -5.1545
Se 1.3741 5.8011 3.6893
Sb 2.0424 3.7867 2.6129
Se 0.5531 1.8643 3.1762
Se 4.4031 3.0701 2.6395
Se 2.4120 3.6613 0.1767
C -0.6310 -4.6478 -1.3243
C -0.5086 -4.7850 0.0493
C 0.0373 -3.7558 0.8097
C 0.4484 -2.5778 0.1966
C 0.3124 -2.4452 -1.1851
C -0.2140 -3.4755 -1.9420
P 1.1511 -1.1412 1.0761
C 2.8743 -1.1686 0.4702
C 3.5062 -2.3122 -0.0201
C 4.8155 -2.2445 -0.4603
C 5.5118 -1.0393 -0.4113
C 4.8960 0.0961 0.0833
C 3.5757 0.0314 0.5207
C 1.3244 -1.6482 2.8186
C 0.1632 -1.8093 3.5746
C 0.2434 -2.0745 4.9314
C 1.4843 -2.1549 5.5481
C 2.6408 -1.9711 4.8060
C 2.5629 -1.7200 3.4440
H -1.0506 -5.4532 -1.9139
H -0.8290 -5.6983 0.5350
H 0.1517 -3.8707 1.8807
H 0.6161 -1.5196 -1.6654
H -0.3142 -3.3575 -3.0136
H 2.9666 -3.2506 -0.0662
H 5.2983 -3.1342 -0.8461
H 6.5367 -0.9946 -0.7581
H 5.4185 1.0416 0.1454
H 3.1144 0.9289 0.9133
H -0.8047 -1.7033 3.1004
H -0.6606 -2.1906 5.5155
H 1.5455 -2.3389 6.6130
H 3.6092 -2.0039 5.2887
H 3.4627 -1.5464 2.8724
*
```

Computed properties:
**Kohn-Sham gap (alpha / beta)**: 7.0 / 6.1 eV
**Energy relative to the best compared isomer or geometry (same formula, charge and spin)**: 17.15 kcal/mol
**F_max**: 0.91 eV/A
**LUMO (alpha / beta)**: 2.304 / 1.483 eV
**Expectation value of S²**: 0.76



Record 3
2 unconnected molecules or ions with the total composition C5H14S. Source: the Open Molecules 2025 dataset; level of theory: ωB97M-V with the def2-TZVPD basis set.

ORCA input file:
```
! wB97M-V def2-TZVPD RIJCOSX def2/J DEFGRID3
* xyz 0 1
C -1.2807 0.6651 1.5889
C -1.8711 -0.6336 2.2217
C -2.0615 1.0749 0.3247
H -1.4881 1.5037 2.2340
H -0.2322 0.5472 1.3888
H -2.1044 -1.3088 1.3604
H -1.7551 0.5535 -0.5835
H -3.1181 0.7122 0.4390
H -1.9301 2.1359 0.0317
H -1.1350 -1.0188 2.9407
H -2.8821 -0.4997 2.5738
C 1.1623 -0.4698 -1.8062
C 0.1970 -1.5281 -1.3308
S 2.0905 0.5517 -0.5598
H 2.0011 -0.7884 -2.3832
H 0.6194 0.2071 -2.4940
H -0.7777 -1.2681 -1.6784
H 1.7851 0.1601 0.6448
H 0.0993 -1.6223 -0.2261
H 0.6477 -2.5106 -1.6186
*
```

Computed properties:
**Kohn-Sham gap**: 9.9 eV
**Energy relative to the best compared isomer or geometry (same formula, charge and spin)**: 25.01 kcal/mol
**F_max**: 2.33 eV/A
**LUMO**: 0.976 eV
**SMILES**: CCC.CCS



Record 4
A molecular structure, C4H10F6Li3N3O14S6. Source: the Open Molecules 2025 dataset; level of theory: ωB97M-V with the def2-TZVPD basis set.

ORCA input file:
```
! wB97M-V def2-TZVPD RIJCOSX def2/J DEFGRID3
* xyz 0 1
Li 2.9301 1.4088 0.3292
Li 0.2786 0.0650 0.4059
Li -0.7847 -2.5813 1.4517
N -0.3825 -0.8356 2.1308
S -1.7497 -0.1366 2.8855
O -1.9645 1.2206 2.5958
O -2.1392 -0.7406 4.0943
F -2.7106 -0.8905 1.8222
S 0.6571 -0.6898 3.3670
O 0.5334 -1.7673 4.2797
O 0.8667 0.6107 3.8669
F 1.9602 -1.0466 2.5015
N 2.4189 3.2628 0.5380
S 0.8412 3.2564 1.0344
O 0.3460 1.9037 1.1105
O -0.0265 4.2975 0.6579
F 1.1807 3.6086 2.5236
S 2.5680 4.5295 -0.4550
O 2.8193 5.7390 0.2337
O 1.7924 4.5173 -1.6426
F 4.0073 4.0755 -0.9876
N 1.7463 0.3408 -0.8717
S 2.3691 -1.1740 -1.2646
O 3.2889 -1.2320 -2.3214
O 1.4082 -2.1998 -1.0314
F 3.2819 -1.2010 0.0474
S 1.4637 0.8371 -2.3870
O 0.6379 -0.0636 -3.1122
O 2.5321 1.5250 -2.9791
F 0.4401 1.9997 -2.0162
C -1.1740 -4.2722 -0.9154
O -1.7775 -3.2214 -0.1639
C -2.6388 -2.3446 -0.9058
C -1.7533 -1.3507 -1.6293
O -1.3283 -0.3407 -0.7229
C -2.1658 0.8157 -0.7379
H -1.3178 -4.1976 -1.9920
H -1.6359 -5.2150 -0.6049
H -0.1124 -4.3615 -0.6871
H -3.2555 -1.8763 -0.1431
H -3.3102 -2.8554 -1.5998
H -2.1271 -0.9606 -2.5785
H -0.8267 -1.8443 -1.9286
H -3.1734 0.5849 -0.3760
H -2.2443 1.2216 -1.7479
H -1.7694 1.5786 -0.0740
*
```

Computed properties:
**Kohn-Sham gap**: 9.8 eV
**Energy relative to the best compared isomer or geometry (same formula, charge and spin)**: 3.88 kcal/mol
**F_max**: 4.44 eV/A
**LUMO**: -0.805 eV